Below is a structure of composition C29H23IrN6S2 in a non-equilibrium geometry, with properties calculated with the ωB97M-V functional and the def2-TZVPD basis.

Each line ends with the Löwdin charge.
Positions of all 61 atoms, in Å:
1 Ir 0.17 -0.83 0.09  1.235
2 S 1.14 1.50 -2.10  1.222
3 S 4.77 -0.26 0.58  1.185
4 N 1.89 -2.85 3.29  0.219
5 N -1.80 -1.15 -0.58  -0.040
6 N 2.29 -0.76 0.35  -0.109
7 N 0.48 -2.25 1.67  0.030
8 N -1.55 1.14 -3.33  0.199
9 N -0.04 0.42 -1.68  -0.319
10 C 2.73 -1.40 1.49  -0.316
11 C -1.23 2.81 -5.04  0.035
12 C -2.70 -1.87 0.08  -0.060
13 C 1.39 3.24 -4.13  -0.044
14 C 1.71 -2.16 2.17  -0.271
15 C -4.33 -1.63 -1.64  0.026
16 C 0.39 -4.32 4.65  0.024
17 C 2.49 3.03 1.92  -0.043
18 C -0.75 2.09 -3.96  -0.181
19 C 0.70 -3.48 3.58  -0.162
20 C -0.88 -4.86 4.66  -0.030
21 C 0.12 2.93 0.48  -0.101
22 C 4.05 -1.23 1.77  -0.267
23 C 3.29 -0.11 -0.21  -0.438
24 C 0.92 4.06 0.41  -0.068
25 C 0.56 2.31 -3.49  -0.386
26 C -2.18 -0.58 -1.74  -0.176
27 C -3.97 -2.14 -0.41  0.035
28 C -0.43 0.69 1.43  -0.136
29 C -0.20 -3.13 2.56  -0.152
30 C 1.68 1.91 2.01  -0.050
31 C -1.46 -3.75 2.58  -0.017
32 C -1.20 0.36 -2.30  -0.263
33 C 0.91 3.94 -5.21  0.009
34 C -0.41 3.73 -5.66  0.027
35 C -3.42 -0.82 -2.31  0.044
36 C 2.11 4.11 1.13  -0.042
37 C -1.77 -4.59 3.62  -0.036
38 C 0.49 1.84 1.28  -0.326
39 H 1.11 -4.54 5.43  0.132
40 H -2.74 -5.07 3.63  0.124
41 H -1.17 -5.52 5.47  0.128
42 H 3.40 3.09 2.50  0.121
43 H -2.48 1.04 -3.70  0.162
44 H 4.62 -1.63 2.59  0.105
45 H 2.72 5.00 1.10  0.122
46 H -5.31 -1.83 -2.06  0.143
47 H -0.38 0.19 2.40  0.080
48 H -1.45 0.93 1.15  0.075
49 H -2.24 2.64 -5.41  0.142
50 H 0.61 4.91 -0.17  0.118
51 H 1.54 4.65 -5.72  0.140
52 H -0.78 4.29 -6.50  0.142
53 H -2.38 -2.22 1.05  0.078
54 H 1.95 1.10 2.67  0.117
55 H -2.17 -3.66 1.78  0.079
56 H -4.65 -2.75 0.17  0.141
57 H -0.83 2.90 -0.04  0.114
58 H 3.20 0.45 -1.12  0.031
59 H -3.70 -0.41 -3.27  0.130
60 H 2.74 -2.93 3.81  0.190
61 H 2.40 3.41 -3.77  0.132

Results
- gap between HOMO and LUMO (alpha / beta) (eV) = 6.41 / 4.78
- total charge = +3
- LUMO level (alpha / beta) (eV) = -9.85 / -11.48
- spin multiplicity = 2
- highest occupied orbital energy (alpha / beta) (eV) = -16.26 / -16.26


Below is a structure of composition C29H24AuFN6O5 in a non-equilibrium geometry, with properties calculated with the ωB97M-V functional and the def2-TZVPD basis.

Each line ends with the Löwdin charge.
Positions of all 66 atoms, in Å:
1 Au 0.03 -0.02 -0.09  1.367
2 F 6.42 -2.16 -0.88  0.109
3 O 0.87 3.82 0.70  0.134
4 O 2.02 -0.10 -0.30  -0.162
5 O 0.06 1.93 -0.11  -0.166
6 O -4.98 -5.62 0.00  0.130
7 O -2.98 -6.39 0.08  0.106
8 N -2.03 -0.16 -0.25  -0.005
9 N 0.04 -0.01 4.82  -0.192
10 N -0.10 -0.31 2.38  0.125
11 N 4.74 2.95 0.25  0.070
12 N -0.20 -2.06 -0.26  -0.021
13 N -3.78 -5.49 0.02  -0.328
14 C 5.19 1.66 -0.04  -0.046
15 C 5.72 4.07 0.50  -0.275
16 C 5.14 5.13 1.42  -0.032
17 C 7.00 3.49 1.07  -0.135
18 C -1.84 -3.81 -0.10  -0.025
19 C 0.79 -2.93 -0.27  -0.046
20 C -0.71 1.05 5.49  -0.013
21 C 6.00 -0.92 -0.61  -0.244
22 C -2.88 0.85 -0.24  -0.033
23 C 4.24 0.64 -0.25  -0.040
24 C 4.67 -0.66 -0.54  0.077
25 C -0.77 -4.74 -0.08  0.071
26 C -3.26 -4.10 -0.05  -0.030
27 C 3.45 3.19 0.29  0.060
28 C -4.19 -3.12 -0.07  0.102
29 C 6.56 1.36 -0.12  -0.116
30 C -1.49 -2.46 -0.19  -0.131
31 C 2.46 2.23 0.11  -0.022
32 C -3.81 -1.74 -0.12  -0.096
33 C 0.93 -0.84 5.63  -0.015
34 C -2.46 -1.44 -0.18  -0.140
35 C 0.53 -4.30 -0.18  0.022
36 C 7.57 2.45 0.12  -0.110
37 C -4.73 -0.67 -0.09  0.064
38 C 6.96 0.08 -0.40  0.088
39 C -4.26 0.62 -0.16  0.019
40 C -0.03 -0.16 3.53  -0.267
41 C 2.82 0.92 -0.15  -0.235
42 C 1.05 2.72 0.27  -0.540
43 H 5.94 4.52 -0.47  0.166
44 H -2.47 1.85 -0.31  0.134
45 H 4.72 4.68 2.32  0.104
46 H -1.44 1.49 4.81  0.096
47 H 1.35 -5.00 -0.18  0.132
48 H 4.38 5.75 0.94  0.088
49 H 8.50 2.02 0.51  0.132
50 H -4.93 1.47 -0.14  0.132
51 H 1.79 -2.53 -0.34  0.116
52 H -0.04 1.83 5.85  0.098
53 H -5.79 -0.87 -0.02  0.144
54 H -5.24 -3.39 -0.06  0.147
55 H 0.38 -1.23 6.49  0.098
56 H 3.12 4.20 0.49  0.142
57 H 6.81 3.05 2.05  0.141
58 H 7.82 2.93 -0.84  0.140
59 H 8.01 -0.18 -0.45  0.147
60 H 1.77 -0.25 6.00  0.097
61 H 3.95 -1.44 -0.72  0.120
62 H 7.71 4.30 1.20  0.134
63 H -0.98 -5.79 0.01  0.121
64 H 5.94 5.80 1.72  0.099
65 H -1.24 0.63 6.35  0.097
66 H 1.31 -1.67 5.04  0.095

Results
- gap between HOMO and LUMO (eV) = 7.00
- total charge = +2
- LUMO level (eV) = -7.03
- highest occupied orbital energy (eV) = -14.03


Which value of total charge does entry 1 give?
+3